[1]
A molecular structure, C25H26NO2 in a non-equilibrium geometry, computed with wB97M-V/def2-TZVPD.

```
54
Properties=species:S:1:pos:R:3
C -0.83502 -2.55794 2.35490
H -4.39632 -1.86524 0.78840
C -3.72692 -6.08740 -3.18799
H -2.39213 -0.47806 -0.51266
H 1.30173 -1.27655 5.60185
C -2.93713 0.41070 2.44038
C 2.15745 -3.08648 2.82702
N -2.49990 -0.50755 1.62148
C -2.58844 -4.92683 -0.78747
C 1.31507 -2.33626 3.69195
H -0.57800 -1.31504 4.02188
H -3.75357 -6.96025 -2.51339
H 6.23003 -2.92156 2.77776
C 4.02837 -2.94036 4.38726
H 1.75354 -3.39500 1.85514
C 3.20145 -2.21528 5.27620
H 3.63847 -1.86939 6.20042
H -2.20613 1.13061 0.27707
H -2.57277 1.46902 2.36129
H 4.09264 -3.98722 2.48183
C -2.24310 -2.37565 2.07988
C 6.29517 -3.50280 3.70399
O 5.35098 -2.99998 4.70340
H -2.94440 -2.26834 3.00699
O -4.32130 -4.90762 -2.51880
H -2.69494 -5.87640 -3.51707
H -5.20875 -0.96514 2.25242
C -3.67471 0.79796 4.76938
C -2.05176 -4.27401 0.30965
C -2.70018 -3.15584 0.90309
C -1.96487 0.03841 0.36010
C -3.79761 -4.43717 -1.34967
H -6.67389 -1.60335 4.15747
C -0.07808 -2.02288 3.36536
H 7.29381 -3.39196 4.12795
C -5.66086 -0.32666 5.57987
H -0.87149 -0.08462 0.32947
C -3.87331 0.16936 3.52142
C -4.55178 0.50968 5.79460
H -2.04467 -5.78950 -1.22423
H -0.28904 -3.21239 1.66841
C -4.99167 -0.63506 3.27052
H -2.85675 1.51596 4.86868
H 6.10652 -4.56094 3.49172
H -6.33145 -0.57997 6.41087
H -5.28146 -2.84240 -1.27686
C 1.90872 -1.88807 4.92446
C 3.47071 -3.41541 3.17179
H -1.10518 -4.65897 0.67234
H -4.36687 -6.26660 -4.05983
H -4.37292 0.93715 6.77034
C -5.85213 -0.91236 4.32373
C -3.90732 -2.72762 0.34168
C -4.41975 -3.29270 -0.79412
```

Its net charge is +1. For the HOMO energy, the calculation gives -10.6 eV. The calculation puts the energy above the lowest of the compared OMol25 structures with the same formula, charge and spin at 210.7 kJ/mol.

=====

[2]
2 unconnected molecules or ions with the total composition C25H26O4 in a non-equilibrium geometry, computed with wB97M-V/def2-TZVPD.

```
55
Properties=species:S:1:pos:R:3
H 5.39023 2.96631 1.95921
C 2.79956 3.60378 0.80718
H 5.17481 -4.25713 6.01095
O 2.30940 -5.42133 1.09495
C 5.42818 -2.15760 5.70381
H 7.22278 -0.79976 1.75081
H 6.80834 3.33339 2.94104
H 2.30084 -6.97265 -0.22086
H 7.00122 -3.13070 2.33011
H 8.08353 3.99590 0.86464
C 3.48960 4.42489 -2.65560
C 2.22729 -3.10249 0.19500
H 4.47379 3.99415 -2.83309
H 3.42428 5.38485 -3.16701
H 2.60227 4.59506 1.17343
C 2.66136 -2.20561 2.78005
C 6.99359 3.93922 0.86433
C 2.58248 -1.25946 1.73404
C 3.32698 1.07677 -0.18601
C 6.48846 3.00388 1.94376
C 3.46382 2.16686 -1.00182
C 2.88586 1.20815 1.15025
H 2.11637 -1.06371 -0.35768
O 6.93748 1.68316 1.78274
H 5.76067 -0.13770 5.11811
H 1.31505 -5.57886 -0.68775
C 2.71149 0.11771 2.04023
C 2.35763 -4.03791 1.23732
C 6.10808 -3.83525 4.12948
O 5.69236 1.31308 3.67269
H 5.03418 -1.88934 6.66983
H 2.03584 -3.44563 -0.80537
H 2.70026 3.77196 -3.02724
C 2.25518 -5.88402 -0.23026
C 2.31830 -1.75836 0.43777
C 5.53962 -3.49152 5.34534
C 6.71534 -0.50796 2.64857
H 3.80470 2.02658 -2.01157
H 3.10979 -5.50032 -0.78692
C 5.82816 -1.17500 4.83832
H 6.69050 3.60023 -0.12728
H 6.21070 -4.87384 3.86320
O 3.31097 4.63229 -1.27970
H 2.34600 2.65961 2.64118
H 2.66339 0.37251 3.08792
H 3.62342 0.10753 -0.54300
H 2.82492 -1.86168 3.78508
C 3.19760 3.46525 -0.53091
C 6.39794 0.88507 2.76349
H 2.62246 -4.25424 3.33912
C 6.53732 -2.86309 3.26330
C 2.55131 -3.54287 2.53584
H 6.61167 4.95245 1.00369
C 6.36591 -1.49676 3.57541
C 2.65327 2.51920 1.62068
```

For the HOMO energy, the calculation gives -5.3 eV. The calculation puts the energy above the lowest of the compared OMol25 structures with the same formula, charge and spin at 182.9 kJ/mol.

=====

[3]
A molecular structure, C25H27AlIN5O, computed with wB97M-V/def2-TZVPD.

```
60
Properties=species:S:1:pos:R:3
C -0.78366 2.87006 0.07870
C -1.68753 -0.02811 2.74260
C -3.40131 0.60284 -0.63778
I -1.92481 -0.82209 -5.55127
N 1.56892 -0.71224 0.46426
C -0.78469 -0.09159 -2.87729
N -0.46056 -1.96321 -0.51918
H 2.44226 -1.45162 2.25612
H -4.16185 0.44900 0.13299
C 1.89913 -1.61369 -0.66144
C 1.20614 2.38399 1.16593
H -1.63773 2.47707 -0.45270
N 0.10959 1.95329 0.50716
C -0.79800 -1.06753 4.68964
H -1.39073 4.90755 -0.07126
H -0.86658 -1.32688 5.73811
H 2.13200 -1.00582 -1.53683
H -2.44307 0.52569 2.20320
H 1.10443 -2.03404 4.39101
H 2.78060 -2.22098 -0.43730
H 1.48781 1.89384 -1.63188
H 1.36611 -2.57171 1.45138
H 1.73557 -4.13596 -1.82049
N -0.00161 0.49873 -1.95807
Al -0.46600 0.01734 0.05913
C 1.49548 -1.52134 1.71594
H -2.52506 -4.46878 -1.34000
C 1.41381 3.73383 1.40169
H 2.75653 0.79621 -0.36967
C 0.77826 -3.73776 -1.51015
C 0.90617 1.38734 -2.38954
H 3.55455 -0.13771 0.88133
C 0.35539 -1.11005 2.60934
H -2.67817 -0.00713 4.63043
C 0.29335 1.05409 -4.67017
C 2.60772 0.33577 0.60643
C -1.59191 -2.67139 -0.66770
H 0.40970 1.27267 -5.72350
H 0.64242 5.71925 1.15414
H -0.36418 -5.44178 -2.13715
C 2.22861 1.38449 1.64000
O -2.13916 0.24094 -0.17076
H 1.83292 2.41024 -4.01797
H -3.69211 0.00818 -1.51117
H -2.49661 -2.18864 -0.32252
C -0.66596 0.15225 -4.23387
C -0.63706 4.22251 0.29034
H 1.88125 0.90936 2.56154
C -1.59579 -3.92618 -1.23970
C 0.30032 -1.46274 3.94538
C -1.80834 -0.33460 4.07956
C 0.48629 4.66450 0.96950
C -0.39243 -4.46153 -1.67959
N -0.61750 -0.41045 2.02196
H 3.12990 1.92810 1.92015
H -3.44757 1.65626 -0.93773
H 2.30748 4.04487 1.92577
C 0.70230 -2.49093 -0.92159
H -1.54206 -0.76844 -2.51056
C 1.08701 1.68466 -3.72490
```

Its net charge is +2. For the HOMO energy, the calculation gives -14.2 eV. The calculation puts the energy above the lowest of the compared OMol25 structures with the same formula, charge and spin at 0.0 kJ/mol.

=====

| no. | energy (Eh) |
| --- | --- |
| 1 | -1173.14704 |
| 2 | -1269.06799 |
| 3 | -1857.73890 |